1.
C8H13ClN5 | ωB97M-V/def2-TZVPD

Properties
* total charge: +1
* Kohn-Sham gap: 8.696 eV
* ΔE to the lowest compared entry with this formula, charge and spin: 69.6 kcal/mol
* total energy: -1046.25524 a.u.
* SMILES: NN/C(N)=[N+](/Cl)NCc1ccccc1
* max |F|: 0.0840 Eh/bohr

Atoms and positions in Å:
N: 0.757 1.418 -2.550
N: 0.909 0.370 -1.547
C: 1.993 0.336 -0.858
N: 2.961 1.245 -0.935
N: 2.057 -0.695 0.134
Cl: 3.742 -0.798 0.953
N: 1.325 -1.797 -0.101
C: 0.479 -2.219 1.055
C: -0.667 -1.217 1.050
C: -0.651 -0.136 1.908
C: -1.562 0.968 1.792
C: -2.465 0.867 0.782
C: -2.424 -0.255 -0.133
C: -1.532 -1.263 -0.014
H: 0.281 2.147 -2.006
H: 0.296 0.912 -3.290
H: 0.080 -0.385 -1.395
H: 3.856 1.203 -0.443
H: 2.698 1.993 -1.523
H: 1.431 -2.321 -0.917
H: 0.979 -1.981 1.941
H: 0.240 -3.304 1.032
H: -0.053 -0.324 2.832
H: -1.690 1.687 2.663
H: -3.128 1.618 0.627
H: -3.052 -0.301 -0.969
H: -1.324 -1.988 -0.740

=====

2.
C20H57N5O6 | ωB97M-V/def2-TZVPD

Properties
* Kohn-Sham gap: 8.730 eV
* ΔE to the lowest compared entry with this formula, charge and spin: 322.6 kcal/mol
* total energy: -1520.84225 a.u.
* max |F|: 0.2853 Eh/bohr

Atoms and positions in Å:
C: 47.297 22.995 42.810
C: 46.036 23.256 43.562
C: 44.757 23.068 42.637
O: 44.724 23.825 41.478
C: 43.941 23.360 40.389
N: 46.008 22.538 44.866
H: 46.724 22.819 45.565
H: 45.110 22.693 45.469
H: 46.077 21.548 44.658
H: 47.452 21.988 42.454
H: 47.957 23.383 43.483
H: 47.087 23.749 41.980
H: 45.884 24.208 43.819
H: 44.005 23.096 43.161
H: 44.960 22.001 42.382
H: 43.500 23.977 39.602
H: 43.090 22.833 40.803
H: 44.321 22.415 39.746
O: 43.608 22.228 45.860
H: 42.681 22.106 45.733
C: 41.228 26.732 45.176
C: 41.634 25.297 45.221
C: 40.923 24.311 44.267
O: 39.464 24.286 44.346
C: 38.781 23.576 43.360
N: 43.051 25.179 45.005
H: 41.850 27.457 45.734
H: 40.268 26.835 45.610
H: 41.189 27.176 44.144
H: 41.617 24.721 46.236
H: 41.401 23.487 44.243
H: 41.286 24.654 43.172
H: 37.800 23.457 43.726
H: 39.329 22.680 42.890
H: 38.470 24.256 42.537
H: 43.361 25.664 45.865
H: 43.280 24.193 45.111
C: 43.004 18.413 47.598
C: 44.322 19.219 48.112
C: 45.341 18.437 48.866
O: 44.644 17.778 50.029
C: 45.554 17.170 50.853
N: 44.819 19.979 47.033
H: 42.187 18.781 46.952
H: 42.723 17.967 48.386
H: 43.589 17.708 46.780
H: 43.743 19.904 48.579
H: 45.882 19.257 49.308
H: 45.752 17.844 48.318
H: 45.068 16.541 51.686
H: 46.342 17.874 51.310
H: 46.363 16.614 50.252
H: 45.658 20.613 47.318
H: 44.220 20.643 46.661
C: 41.783 19.268 42.281
C: 41.876 20.431 43.338
C: 41.006 20.075 44.549
O: 39.570 20.335 44.066
C: 38.638 20.309 45.111
N: 43.314 20.431 43.825
H: 40.852 18.914 42.073
H: 42.137 18.306 42.450
H: 42.329 19.643 41.249
H: 41.591 21.407 42.862
H: 41.021 20.791 45.277
H: 41.052 19.194 45.146
H: 38.765 21.353 45.685
H: 38.565 19.281 45.629
H: 37.651 20.375 44.754
H: 43.313 19.644 44.387
H: 43.471 21.259 44.372
C: 44.366 24.657 50.228
C: 44.102 24.400 48.715
C: 44.707 25.547 47.797
O: 43.745 26.560 47.864
C: 44.293 27.810 47.284
N: 44.742 23.130 48.272
H: 43.485 24.162 50.805
H: 44.279 25.675 50.523
H: 45.274 24.308 50.748
H: 43.129 24.383 48.535
H: 44.805 25.162 46.813
H: 45.646 26.107 48.113
H: 43.461 28.537 47.183
H: 44.532 27.652 46.460
H: 45.204 28.220 47.908
H: 44.430 22.780 47.282
H: 44.327 22.352 48.730

=====

3.
C5H13F2P2 | ωB97M-V/def2-TZVPD

Properties
* total charge: +1
* Kohn-Sham gap: 10.266 eV
* total energy: -1080.50077 a.u.
* max |F|: 0.0993 Eh/bohr

Atoms and positions in Å:
C: -0.049 -2.192 1.665
C: 1.154 1.178 -2.181
C: 1.048 1.035 1.116
C: -0.983 -1.354 0.845
C: 0.456 -0.058 -1.560
F: -2.909 0.910 -1.310
F: -2.474 1.725 1.142
P: -1.667 1.853 -0.252
P: -0.298 0.233 0.090
H: -0.186 -3.302 1.433
H: 0.986 -2.009 1.323
H: -0.312 -2.037 2.775
H: 2.117 1.397 -1.651
H: 1.468 0.894 -3.214
H: 0.510 2.082 -2.007
H: 1.937 0.474 1.097
H: 0.628 1.209 2.203
H: 1.062 2.125 0.602
H: -1.890 -1.015 1.369
H: -1.342 -1.826 -0.016
H: 1.168 -0.882 -1.345
H: -0.425 -0.440 -2.123

=====

4.
C18H37O3P3Pd | ωB97M-V/def2-TZVPD

Properties
* multiplicity: 5
* total charge: +4
* Kohn-Sham gap (spin up / spin down): 8.744 / 5.617 eV
* ΔE to the lowest compared entry with this formula, charge and spin: 25.0 kcal/mol
* total energy: -2083.91167 a.u.
* max |F|: 0.0829 Eh/bohr

Atoms and positions in Å:
P: -2.543 0.235 1.077
C: -3.361 -1.350 1.569
H: -4.438 -1.159 1.763
H: -2.953 -1.778 2.500
H: -3.320 -2.131 0.793
C: -2.949 1.081 2.659
H: -2.898 2.180 2.596
H: -2.296 0.762 3.496
H: -3.991 0.835 2.957
C: -3.855 0.757 -0.070
H: -4.814 0.843 0.480
H: -4.013 0.016 -0.875
H: -3.670 1.727 -0.560
P: 0.350 0.277 -2.724
C: 0.144 -1.240 -3.742
H: 0.532 -1.059 -4.768
H: -0.913 -1.531 -3.860
H: 0.689 -2.114 -3.352
C: -0.677 1.324 -3.834
H: -0.504 2.406 -3.719
H: -1.760 1.140 -3.694
H: -0.448 1.084 -4.896
C: 2.070 0.613 -3.275
H: 2.092 0.730 -4.380
H: 2.748 -0.227 -3.032
H: 2.524 1.523 -2.845
P: 2.224 -0.065 1.647
C: 2.984 -1.722 1.927
H: 3.703 -1.663 2.771
H: 3.562 -2.068 1.055
H: 2.264 -2.515 2.186
C: 3.811 0.782 1.343
H: 4.581 0.403 2.047
H: 3.765 1.872 1.487
H: 4.187 0.590 0.321
C: 1.884 0.239 3.436
H: 2.841 0.215 4.000
H: 1.239 -0.545 3.880
H: 1.404 1.208 3.656
Pd: 0.014 0.018 -0.115
C: -1.394 -1.276 -1.048
O: -2.117 -1.989 -1.575
C: 1.419 -1.457 -0.730
O: 2.130 -2.259 -1.133
C: 1.552 3.268 -0.066
C: 1.094 3.310 1.239
C: -0.286 3.275 1.505
C: -1.172 3.480 0.462
C: -0.722 3.436 -0.869
C: 0.638 3.472 -1.114
H: 2.602 3.297 -0.288
H: 1.763 3.450 2.049
H: -0.611 3.307 2.528
H: -2.181 3.750 0.647
H: -1.436 3.592 -1.656
H: 1.015 3.731 -2.071
C: -0.374 -2.658 1.433
O: -0.235 -1.274 1.646
H: -0.433 -3.070 2.419
H: 0.504 -3.050 0.923
H: -1.287 -2.882 0.870
H: -0.514 -0.846 2.466

=====

5.
C19H23ClN4OS | ωB97M-V/def2-TZVPD

Properties
* Kohn-Sham gap: 8.254 eV
* ΔE to the lowest compared entry with this formula, charge and spin: 0.0 kcal/mol
* total energy: -1890.46956 a.u.
* SMILES: CCn1c(C)c(C(C)=O)c(N2CCN(c3cccc(Cl)c3)CC2)nc1=S
* max |F|: 0.0153 Eh/bohr

Atoms and positions in Å:
C: 6.386 0.809 0.760
C: 5.076 0.855 1.540
N: 3.947 0.402 0.747
C: 3.556 -0.893 0.715
C: 4.340 -1.885 1.511
C: 2.472 -1.274 -0.056
C: 2.198 -2.695 -0.362
C: 2.035 -3.001 -1.834
O: 2.197 -3.578 0.471
C: 1.702 -0.204 -0.644
N: 0.480 -0.401 -1.197
C: -0.464 -1.376 -0.698
C: -1.416 -0.691 0.294
N: -2.093 0.410 -0.349
C: -3.394 0.743 -0.012
C: -3.810 2.069 0.143
C: -5.130 2.367 0.420
C: -6.077 1.368 0.564
C: -5.665 0.054 0.412
Cl: -6.820 -1.225 0.571
C: -4.354 -0.266 0.123
C: -1.158 1.403 -0.828
C: -0.194 0.727 -1.809
N: 2.185 1.014 -0.684
C: 3.323 1.343 -0.089
S: 3.942 2.862 -0.269
H: 6.604 -0.192 0.395
H: 7.200 1.132 1.403
H: 6.328 1.484 -0.090
H: 5.140 0.261 2.452
H: 4.870 1.896 1.807
H: 4.182 -1.706 2.574
H: 4.002 -2.894 1.301
H: 5.405 -1.811 1.304
H: 1.681 -2.150 -2.405
H: 1.379 -3.858 -1.969
H: 3.022 -3.279 -2.206
H: 0.047 -2.195 -0.196
H: -1.035 -1.771 -1.544
H: -2.135 -1.414 0.674
H: -0.818 -0.322 1.144
H: -3.099 2.876 0.069
H: -5.426 3.398 0.541
H: -7.105 1.598 0.787
H: -4.089 -1.302 -0.018
H: -1.694 2.188 -1.359
H: -0.577 1.850 -0.008
H: 0.560 1.440 -2.139
H: -0.759 0.347 -2.666

=====

6.
C3H5NO2 | ωB97M-V/def2-TZVPD

Properties
* Kohn-Sham gap: 11.509 eV
* ΔE to the lowest compared entry with this formula, charge and spin: 48.0 kcal/mol
* total energy: -322.49788 a.u.
* SMILES: N#COCCO
* max |F|: 0.0188 Eh/bohr

Atoms and positions in Å:
N: 2.149 1.344 0.738
C: 0.987 1.331 0.740
O: -0.299 1.308 0.798
C: -1.002 0.343 -0.045
C: -0.252 -0.969 -0.226
O: 0.907 -0.839 -1.008
H: -1.183 0.826 -1.009
H: -1.946 0.194 0.485
H: -0.055 -1.423 0.757
H: -0.924 -1.642 -0.769
H: 1.617 -0.473 -0.462

=====

7.
C22H30N2O2S | ωB97M-V/def2-TZVPD

Properties
* Kohn-Sham gap: 7.387 eV
* ΔE to the lowest compared entry with this formula, charge and spin: 433.5 kcal/mol
* total energy: -1513.87957 a.u.
* SMILES: C[C@@H](NC(=O)c1ccc(C(C)(C)C)cc1)[C@@H](c1cccs1)N1CCOCC1
* max |F|: 0.3586 Eh/bohr

Atoms and positions in Å:
C: 2.942 1.816 -0.573
C: 1.774 1.077 0.051
N: 0.492 1.065 -0.669
C: -0.506 1.602 -0.086
O: -0.398 2.141 0.894
C: -1.634 1.542 -0.830
C: -1.601 1.685 -2.122
C: -2.810 1.346 -3.061
C: -4.026 1.180 -2.393
C: -5.418 1.110 -3.141
C: -6.558 0.933 -2.449
C: -5.619 2.352 -4.083
C: -5.293 -0.121 -4.042
C: -4.109 1.250 -1.000
C: -2.972 1.138 -0.124
C: 2.249 -0.566 0.355
C: 3.464 -0.582 1.293
C: 3.433 0.045 2.627
C: 4.751 -0.184 3.254
C: 5.524 -1.065 2.596
S: 4.651 -1.654 1.149
N: 1.115 -1.339 0.790
C: 0.258 -0.872 1.903
C: 0.862 -1.922 3.049
O: 0.860 -3.189 2.609
C: 1.704 -3.628 1.519
C: 1.081 -2.574 0.207
H: 2.640 2.950 -0.734
H: 3.029 1.346 -1.414
H: 4.006 1.719 -0.120
H: 1.679 1.608 1.112
H: 0.642 0.635 -1.332
H: -0.843 1.538 -2.777
H: -2.732 1.647 -4.121
H: -6.726 1.901 -1.554
H: -6.540 0.242 -1.780
H: -7.451 0.989 -2.931
H: -6.448 2.413 -4.481
H: -5.487 3.258 -3.412
H: -4.657 2.549 -4.481
H: -6.153 -0.123 -4.541
H: -5.100 -1.223 -3.691
H: -4.459 0.047 -4.839
H: -4.929 1.188 -0.583
H: -2.870 1.123 0.844
H: 2.646 -0.700 -0.560
H: 2.725 0.684 3.054
H: 4.822 0.210 4.508
H: 6.444 -1.609 2.724
H: 0.415 0.027 2.423
H: -0.860 -1.309 1.442
H: 0.034 -1.920 3.783
H: 1.750 -1.727 3.309
H: 1.525 -4.697 1.200
H: 2.723 -3.336 1.913
H: 1.825 -2.691 -0.568
H: 0.115 -2.807 -0.061

=====

8.
C4H9N2OP | ωB97M-V/def2-TZVPD

Properties
* Kohn-Sham gap: 9.453 eV
* ΔE to the lowest compared entry with this formula, charge and spin: 113.2 kcal/mol
* total energy: -683.71594 a.u.
* SMILES: Cc1o[nH][nH][pH]c1C
* max |F|: 0.1306 Eh/bohr

Atoms and positions in Å:
C: -1.851 0.522 0.796
C: -0.582 -0.051 0.132
O: -0.787 -1.341 -0.356
N: -0.236 -1.866 -1.622
N: 1.117 -2.188 -1.553
P: 1.969 -0.670 -0.686
C: 0.582 0.611 0.109
C: 0.872 1.922 0.715
H: -2.062 -0.135 1.695
H: -1.805 1.559 0.868
H: -2.678 0.398 0.264
H: -0.555 -1.165 -2.308
H: 1.090 -3.051 -1.015
H: 1.965 -1.344 0.494
H: 1.140 1.793 1.664
H: 0.078 2.524 0.713
H: 1.743 2.482 0.088